Record 1
16
Properties=species:S:1:pos:R:3 method="wB97M-V/def2-TZVPD" lumo_energy_ev="1.0 / 1.0" de_lowest_kcal_mol=94.60 homo_lumo_gap_ev="8.119 / 8.118"
C -2.18741 -0.81046 -0.81802
C 0.57808 0.76577 0.23490
C 1.80663 0.97883 -0.68396
C 0.63738 0.16552 1.55141
N -0.47027 1.30475 -0.22949
N -1.64969 1.21290 0.41897
N -2.42882 0.24303 -0.02933
H -3.01930 -1.37439 -1.08461
H -1.18172 -1.00089 -1.14313
H 1.65311 1.67153 -1.44890
H 2.11149 0.02930 -1.23464
H 2.65599 1.30224 -0.01168
H 0.77455 -0.82680 1.45983
H -0.33583 0.25859 2.02300
H 1.48347 0.68160 2.13193
H -3.39764 0.45902 0.27892

=====

Record 2
16
Properties=species:S:1:pos:R:3 method="wB97M-V/def2-TZVPD" lumo_energy_ev=0.5 de_lowest_kcal_mol=22.58 homo_lumo_gap_ev=10.130
N 0.30315 -2.49328 2.50220
C 0.23355 -1.38350 2.19592
N 0.02167 -0.16947 1.76964
C 0.91696 0.62926 1.29698
N 0.65992 1.93597 1.16893
H 1.94236 0.32604 1.03631
H 1.33976 2.57225 0.79034
H -0.27103 2.25843 1.35832
C -1.00252 0.18256 -1.31888
C -0.28224 -1.09552 -1.72010
H -1.34960 0.08283 -0.25834
H -1.85939 0.37437 -1.97569
H -0.33519 1.04323 -1.38943
H 0.16713 -0.99284 -2.70409
H -0.97570 -1.92924 -1.75325
H 0.49116 -1.34110 -0.99887

=====

Record 3
16
Properties=species:S:1:pos:R:3 method="wB97M-V/def2-TZVPD" lumo_energy_ev=1.0 de_lowest_kcal_mol=86.00 homo_lumo_gap_ev=9.814
H 2.31138 -1.17829 0.70473
N 1.39367 -1.59244 0.84075
C 0.42550 -0.98909 0.30756
C -0.95029 -1.56533 0.45040
N 0.50303 0.04804 -0.96612
N -0.67268 0.33748 -1.63444
C 0.93234 0.97764 -0.02731
C 0.14515 1.89241 0.61345
H -1.43286 -1.73706 -0.50701
H -0.87556 -2.54544 0.91671
H -1.59032 -0.89413 1.02602
H -0.46137 0.85220 -2.48828
H -1.40839 0.83250 -1.12228
H 1.96970 0.89312 0.22512
H -0.87324 2.11919 0.31619
H 0.58393 2.54920 1.34451

=====

Record 4
16
Properties=species:S:1:pos:R:3 method="wB97M-V/def2-TZVPD" charge=+2 lumo_energy_ev=-10.1 de_lowest_kcal_mol=133.94 homo_lumo_gap_ev=9.350
C 0.93770 0.35791 1.91090
C -2.40470 0.42453 -0.50283
C -1.09952 0.62468 -0.68604
C 1.04446 -0.46571 -1.32327
N 0.67280 0.03733 0.82147
N 1.54755 0.69964 2.90635
N -0.09898 -0.30857 -0.22343
H -3.15322 1.26764 -0.85969
H -2.77797 -0.37889 0.07636
H -0.57522 1.36440 -1.40405
H 1.81016 0.18752 -1.10181
H 1.52273 -1.52379 -1.22027
H 0.61706 -0.27618 -2.33440
H 1.53963 0.13850 3.73329
H 1.97319 1.65847 2.93098
H -0.58873 -1.61235 0.08772

=====

Record 5
17
Properties=species:S:1:pos:R:3 method="wB97M-V/def2-TZVPD" lumo_energy_ev=0.9 de_lowest_kcal_mol=139.62 homo_lumo_gap_ev=9.159
C -1.63323 0.31132 1.01979
C -0.29746 0.10344 0.36348
N -0.35964 -0.57674 -0.93799
N 0.26931 -1.77787 -1.01483
N 0.38445 0.52402 -1.76495
C 1.02218 -0.00103 1.13740
C 0.75424 1.17145 0.24857
O 1.05753 2.35214 0.24079
H -2.31957 0.80344 0.33087
H -2.06822 -0.63894 1.33178
H -1.51290 0.96198 1.88538
H 1.23016 -1.86922 -0.68915
H -0.32019 -2.58979 -1.12024
H 1.37789 0.64564 -1.95342
H -0.30147 1.15887 -2.15572
H 1.77112 -0.74329 0.87544
H 0.94580 0.16458 2.20280

=====

Record 6
17
Properties=species:S:1:pos:R:3 method="wB97M-V/def2-TZVPD" lumo_energy_ev=0.9 de_lowest_kcal_mol=72.22 homo_lumo_gap_ev=9.195
H 0.30334 3.11270 -1.30984
N 0.02174 2.18134 -1.02676
C 0.73345 1.21645 -1.44703
N 0.56028 -0.11699 -1.05720
C 1.40246 -1.05895 -1.67694
N 0.00835 -0.45983 0.15724
C -0.67121 0.35963 0.84141
O -1.21591 -0.16731 1.98319
C -0.99367 -1.53051 2.21494
H 1.43076 1.31609 -2.31968
H 2.29362 -0.59172 -2.12202
H 1.68706 -1.74856 -0.97585
H 0.83874 -1.60472 -2.45606
H -0.94914 1.34899 0.58152
H -1.07816 -2.10301 1.22083
H -1.80023 -1.82232 2.91850
H 0.04258 -1.72030 2.48976

=====

no.,energy (eV)
1,-8760.423
2,-8763.546
3,-8760.796
4,-8739.943
5,-10806.407
6,-10809.330